[1]
9
Properties=species:S:1:pos:R:3:forces:R:3 method="wB97M-V/def2-TZVPD" multiplicity=3 lumo_ev="0.45 / -3.00" orbital_gap_ev="5.23 / 6.34" e_above_lowest_kj_mol=264.3 mol_weight_g_mol=201.032 e_tot_ha=-829.04746 largest_force_ev_per_a=6.40 s_squared=2.0188
C -0.9110 0.2347 -1.3310 -1.727 -2.767 1.440
C -0.4347 0.5170 1.1026 0.162 -1.245 -0.326
N -0.4402 0.6044 -0.3125 3.493 4.109 3.451
S -1.5417 0.1704 -2.7128 -1.500 -0.032 -4.907
I 2.5030 -1.1183 -1.2594 0.096 -0.101 0.080
H 0.5918 0.2693 1.4021 -0.195 0.267 0.081
H -0.7528 1.4432 1.5539 0.166 0.480 -0.104
H -1.0861 -0.2627 1.4528 -0.522 -0.739 0.388
H 2.0717 -1.8578 0.1043 0.027 0.027 -0.104

[2]
16
Properties=species:S:1:pos:R:3:forces:R:3 method="wB97M-V/def2-TZVPD" lumo_ev=0.98 orbital_gap_ev=9.20 e_above_lowest_kj_mol=369.5 mol_weight_g_mol=116.120 e_tot_ha=-417.11522 largest_force_ev_per_a=2.91
C -0.8456 -1.4978 -1.0899 0.947 -0.488 -0.580
N 0.0558 -1.8506 -0.2742 0.403 -0.757 -0.330
N 0.7989 -1.0599 0.6288 -0.724 -1.729 -0.271
C 1.4521 0.1510 0.1912 -0.187 1.524 0.210
C 0.5597 1.2962 0.6897 0.883 1.049 1.387
O -0.4962 1.5387 -0.1858 -0.115 0.994 -0.389
C -1.4933 0.6441 -0.2294 -2.492 -0.903 -1.211
O -1.4005 -0.3092 -1.3085 -0.067 0.772 -0.777
H -1.1419 -2.2236 -1.8963 0.061 0.525 1.247
H 1.3843 -1.7704 1.0640 0.191 0.804 -0.264
H 2.4342 0.2418 0.6950 -0.423 -0.227 -0.383
H 1.5583 0.3340 -0.9181 0.078 -0.790 0.950
H 1.0566 2.2869 0.8428 0.020 -0.794 -0.627
H 0.1642 1.0831 1.7079 0.187 -0.330 -0.556
H -2.4584 1.1401 -0.5476 1.130 -0.140 0.810
H -1.6282 -0.0044 0.6302 0.108 0.491 0.784

[3]
12
Properties=species:S:1:pos:R:3:forces:R:3 method="wB97M-V/def2-TZVPD" lumo_ev=-1.39 orbital_gap_ev=4.01 e_above_lowest_kj_mol=101.6 mol_weight_g_mol=124.180 e_tot_ha=-905.69572 largest_force_ev_per_a=4.72
O 2.7573 0.7515 0.6567 2.419 -3.750 0.761
C 1.6328 0.9378 -0.0541 -2.598 -2.495 1.393
C 1.0851 -0.2620 -0.4760 -2.094 1.813 -2.193
C -0.3776 -0.4431 -0.5217 0.811 0.107 -0.776
C -1.1976 -0.1721 0.5308 -0.820 0.378 0.089
O -2.4960 -0.2432 0.5540 -0.417 -0.114 -0.289
K -5.2189 -0.5877 -0.5005 1.217 0.143 0.422
H 0.9882 1.7177 0.3698 0.224 0.357 -0.508
H 1.6717 -0.7973 -1.2358 0.275 -0.530 0.891
H -0.8317 -0.7310 -1.4769 -0.022 -0.243 0.329
H -0.7135 0.1873 1.4610 -0.018 -0.273 -0.116
H 2.7003 -0.3580 0.6926 1.023 4.609 -0.003